(1)
Computed, not measured: a 13-piece molecular cluster, C46H123N5O14 overall in a non-equilibrium geometry, with ωB97M-V/def2-TZVPD.

CARTESIAN COORDINATES (ANGSTROEM)
O: -0.5393 5.9807 -1.4108
O: 0.5480 4.2380 5.0937
O: -7.5092 -1.0504 -4.4303
O: 3.5007 1.8150 -7.2058
O: 1.4052 3.2157 1.0801
O: -1.4455 -4.9394 -1.6938
O: -0.7531 2.3266 -9.4844
O: 0.7935 -8.3325 2.4058
O: 2.8572 -3.1544 1.5816
O: -2.3921 0.0605 3.2365
O: 5.7292 0.2090 7.0505
O: -3.6847 -0.3207 0.4602
O: -0.0002 0.2485 1.8532
O: -1.8067 0.4060 -3.2750
N: 3.9385 3.8956 2.2130
N: 5.1692 3.1164 4.8096
N: -0.2769 -0.8891 -0.9459
N: 2.6033 -4.2833 5.0629
N: -0.9469 -6.6096 -4.9524
C: -1.7873 -5.6491 -2.8735
C: 3.8342 1.0914 4.9631
C: 0.7926 1.0072 2.7525
C: -1.7113 2.7277 -8.5064
C: 2.6875 4.6593 2.4095
C: -3.9854 1.0242 0.1087
C: -3.6547 -0.4335 5.1510
C: 3.0458 -2.0431 4.3400
C: 1.5941 2.4832 6.2725
C: -2.7048 1.8215 -0.0801
C: 1.8232 4.5499 1.1553
C: -2.4843 -0.9010 4.3047
C: -1.2148 6.1980 -2.6411
C: -5.6358 -0.9625 -5.8467
C: 3.2060 -3.9364 2.6970
C: -1.8116 4.8402 -3.0289
C: 0.3801 2.9983 0.1374
C: 4.1308 -0.2762 -6.2758
C: 6.8279 -0.5586 7.4682
C: 0.3389 -5.9226 2.0796
C: -1.3423 -0.9356 -3.1977
C: 0.2459 3.1118 5.9128
C: -0.1422 -1.5987 0.3213
C: 0.0604 -4.5324 -4.1754
C: -0.3032 -7.6620 0.4253
C: -2.7269 1.6236 -8.2360
C: 6.0806 1.2154 6.1286
C: 3.3992 1.0485 -6.0139
C: 0.7334 -0.8309 1.2871
C: 3.0579 6.0861 2.8402
C: -5.6248 0.2259 -3.5903
C: -6.4435 -0.1798 -4.8221
C: -0.5744 -5.8601 -3.7498
C: 1.9375 0.8294 -5.7356
C: -2.7260 -2.2586 3.6266
C: 3.6611 -3.4590 0.4502
C: 2.4768 -3.3901 3.8977
C: -2.0201 0.8248 -4.5995
C: -1.3944 -1.3688 -1.7447
C: -0.9629 3.3186 -7.3270
C: -2.5139 -4.8369 -0.7432
C: 0.7052 -7.2771 1.4690
C: -4.8806 1.6466 1.1675
C: 4.8450 1.9781 5.6903
C: -0.5398 3.4620 7.1749
C: -2.2861 7.2703 -2.4118
H: -6.2883 0.8207 -2.9561
H: -1.4857 0.0091 2.8644
H: 0.1667 1.7074 3.3062
H: -5.2136 -1.8892 -5.4638
H: 5.4361 3.9069 5.3880
H: -8.1333 -0.5609 -3.8858
H: 0.7478 3.3471 -0.8347
H: -2.2000 -6.6154 -2.5396
H: 3.9566 -2.1515 4.9339
H: 1.6348 -7.0975 0.9109
H: -0.3640 2.4308 5.3059
H: 3.4810 5.9567 3.8394
H: 3.9803 -1.0429 -5.5121
H: -3.5755 -2.2252 2.9467
H: 0.2648 -6.3942 -3.3028
H: -2.3742 1.8580 -4.5505
H: 6.8511 1.8785 6.5443
H: 4.4229 1.8985 -7.4630
H: -2.8424 2.8951 0.0324
H: -3.5663 0.6219 5.4015
H: 1.7853 0.1214 -4.9186
H: -4.5250 1.0009 -0.8427
H: 3.7698 -4.5276 0.2441
H: 0.2466 -2.5913 0.0879
H: 3.6402 0.2108 5.5803
H: 0.1908 -3.8907 -3.3039
H: 6.5412 -1.0235 8.4084
H: -3.2175 1.2999 -9.1556
H: 0.9848 5.2606 1.1974
H: 3.1791 -2.9415 -0.3764
H: -1.2383 1.9695 -10.2347
H: -5.4212 2.5292 0.8210
H: 1.4600 1.4727 6.6728
H: -0.6845 -5.9267 2.4703
H: -0.3086 0.1112 -0.8150
H: 1.5333 1.5805 2.1938
H: -0.4165 4.2227 -7.5803
H: -1.4938 -6.0775 -5.6159
H: 2.4049 -1.5236 5.0674
H: 1.4307 1.7675 -5.5071
H: 5.9738 2.8698 4.2370
H: -0.2260 -8.7200 0.1601
H: -2.1890 1.4950 -0.9893
H: -3.8009 -1.0565 6.0347
H: 0.0339 4.1120 7.8383
H: -1.4168 -2.4600 -1.7300
H: -0.2453 -7.1030 -0.5116
H: -4.3030 1.9252 2.0555
H: 2.0721 3.0838 7.0437
H: 0.9057 -5.7222 2.9946
H: -2.0860 -4.0778 -0.0888
H: -2.7610 -5.7495 -0.1995
H: -4.5735 -0.5244 4.5644
H: -6.8770 0.7221 -5.2615
H: -2.2703 4.3529 -2.1717
H: -3.2231 -0.2705 1.3108
H: -1.1289 -1.6923 0.8036
H: 2.1961 6.7440 2.9815
H: -2.7982 0.2225 -5.0768
H: 1.4327 0.3751 -6.5926
H: -1.3570 -7.5748 0.7131
H: -5.1905 -0.5875 -3.0147
H: -1.0793 0.9023 -5.1571
H: -0.4988 6.4990 -3.4140
H: -2.6463 -5.2235 -3.4096
H: 4.2698 -3.9618 2.9750
H: -0.4834 -3.9777 -4.9476
H: -1.5452 -0.8837 4.8686
H: -0.3140 2.5766 -6.8547
H: 3.7733 6.5861 2.1908
H: -1.9637 1.4927 0.6593
H: 3.8687 1.5517 -5.1597
H: 2.9836 -4.9983 2.5327
H: -2.5558 5.0234 -3.8073
H: -3.0010 -3.0155 4.3762
H: 2.1019 4.2239 3.2292
H: 4.2364 3.6572 3.1712
H: -1.4724 -7.4378 -4.6969
H: 2.9084 1.6538 4.8382
H: -2.2542 3.5584 -8.9848
H: -2.9270 7.4155 -3.2873
H: 6.5272 0.7457 5.2362
H: 1.0219 -4.7086 -4.6624
H: 5.2115 -0.1212 -6.3619
H: -3.3717 -4.4263 -1.2826
H: 2.2046 2.2883 5.3909
H: 3.1276 -1.3163 3.5314
H: 7.2539 -1.2431 6.7287
H: 7.6888 0.0796 7.7257
H: 1.4161 -3.2072 3.6817
H: -1.8358 -2.6913 3.1673
H: -2.3223 0.7517 -7.7151
H: -0.3226 -0.9401 -3.5962
H: -6.1948 -1.1549 -6.7646
H: 1.6779 -8.3348 2.7848
H: -4.8539 0.9296 -3.9153
H: 0.1047 1.9544 0.0384
H: -1.5104 3.9135 6.9695
H: 4.6726 -3.0730 0.6145
H: 3.5982 3.0222 1.8082
H: -0.5353 3.5531 0.3591
H: 4.3517 2.4039 6.5680
H: 0.4593 -5.0737 1.4075
H: -1.0320 4.2146 -3.4615
H: -2.3148 -0.9945 -1.2784
H: 1.6427 -0.4550 0.8115
H: -1.8597 8.2447 -2.1757
H: 2.2412 -3.7854 5.8640
H: 4.1607 0.7754 3.9708
H: -1.9949 -1.6293 -3.7424
H: -4.8099 -0.3526 -6.2309
H: -0.2866 4.6074 4.7833
H: -1.6222 3.5712 -6.4896
H: 2.3507 4.9286 0.2682
H: -3.5384 1.9513 -7.5780
H: -0.0713 6.7631 -1.1052
H: 1.1998 0.3446 3.5245
H: -2.9595 6.9104 -1.6329
H: -5.5998 0.9201 1.5519
H: 0.9563 -1.5441 2.0877
H: 3.8434 -0.7100 -7.2357
H: 2.1129 -5.1609 4.9489
H: -0.6995 2.5426 7.7443

Values from the calculation:
- HOMO (eV) = -8.251
- largest force on an atom (Eh/bohr) = 0.053
- orbital gap (eV) = 8.8

Mulliken population analysis, charges in e, atoms 1 to 2:
1 O -0.34
2 O -0.50

***

(2)
Computed, not measured: C41H66As3InN7P as an isolated structure in a non-equilibrium geometry, with ωB97M-V/def2-TZVPD.

CARTESIAN COORDINATES (ANGSTROEM)
In: 0.3839 -0.2520 0.3844
As: -4.4412 3.4001 -2.1529
As: 0.0065 0.4592 -2.7063
As: -2.4360 0.0140 0.1519
P: 1.4070 -3.5555 0.8429
N: 1.0615 -2.0740 0.6055
N: 0.7699 1.8778 1.1314
N: 4.7435 1.4600 -1.4580
N: 2.4245 0.5045 -0.5186
N: 0.6238 9.0127 1.4891
N: -1.8147 1.2239 5.0620
N: -0.5331 0.3246 2.7753
C: 0.7963 4.6814 1.3019
C: 0.0636 -5.8703 1.9690
C: 0.3811 -3.9233 3.5119
C: -3.3083 -1.4770 0.9946
C: 0.1095 -4.9017 -1.4587
C: -3.2993 4.8851 -1.4563
C: -0.4255 8.2174 1.7804
C: -1.7435 0.1873 -3.6000
C: -1.2581 -3.8483 1.6412
C: -4.6408 4.0436 -4.0136
C: 3.1971 -3.5857 1.6208
C: 2.2400 -5.9150 -0.6359
C: 1.6275 3.9979 0.3882
C: 1.6901 2.6210 0.4313
C: 3.4915 -4.9050 2.3004
C: 4.4148 0.1983 -1.6654
C: 0.0028 3.8907 2.1470
C: -3.2065 -0.2512 -1.5670
C: 1.5186 -4.6021 -0.7803
C: -3.0057 0.6601 -2.7908
C: 0.4873 2.2926 -3.1173
C: -0.4060 6.8367 1.7026
C: 3.8842 2.2837 -0.8466
C: -0.6405 1.6253 3.0582
C: 0.0134 2.4989 2.0492
C: 2.6799 1.8138 -0.3493
C: 0.8053 6.1885 1.3644
C: 1.0997 -0.2680 -4.1405
C: -2.8092 2.1517 -2.4201
C: -1.0824 -0.5224 3.6412
C: -1.2371 2.0595 4.2324
C: 1.8698 6.9956 1.1737
C: 2.2136 -3.7444 -1.9390
C: -1.6985 -0.0981 4.8156
C: 1.7803 8.3572 1.2776
C: -4.2180 0.4704 -3.7732
C: 3.2011 -0.3019 -1.1821
C: 0.1679 -4.3699 2.0443
C: 4.2724 -3.3152 0.5347
C: -3.4970 1.4780 0.8589
C: 3.2213 -2.4047 2.6629
H: -2.4128 5.0811 -2.0525
H: -3.1837 -1.5431 2.0677
H: -1.5355 0.6896 -4.5441
H: -3.0309 4.6960 -0.4120
H: 0.7358 -0.0061 -5.1463
H: 4.3210 -4.8083 2.9741
H: -0.5343 -4.0029 4.0713
H: 3.7683 -5.7000 1.6241
H: 2.7006 8.9144 1.1239
H: 5.0609 -0.4898 -2.2173
H: 0.9705 -6.4120 2.2044
H: 1.0152 -1.3214 -4.0056
H: -5.1789 0.7358 -3.3151
H: 2.2751 4.5988 -0.2335
H: -3.6612 4.0996 -4.5609
H: -1.4024 3.1020 4.4831
H: -4.2720 -0.1209 -1.3262
H: 2.0261 -6.5749 -1.4918
H: -0.6528 -6.2112 2.7167
H: 2.8538 -1.3009 -1.3059
H: -3.0740 -1.2927 -1.7961
H: -3.8354 5.8134 -1.3519
H: -0.5714 4.3736 2.9521
H: -5.3916 3.5155 -4.5904
H: -1.7105 -0.8781 -3.7370
H: 1.5872 2.3380 -3.1897
H: 2.9038 6.6044 1.0790
H: -4.5674 1.2988 0.6231
H: -4.0864 1.1618 -4.6180
H: 1.6040 -2.8932 -2.1803
H: -2.1734 2.6616 -3.1578
H: 0.0708 2.5989 -4.0709
H: 0.2039 3.0148 -2.3837
H: 5.2326 -3.1888 1.0150
H: 2.6573 -5.2711 2.8785
H: -1.3577 8.7362 2.0635
H: 2.1015 0.0760 -3.9494
H: -0.5135 -4.0390 -1.4006
H: 1.2135 -4.3452 4.0045
H: -1.9667 -4.2935 2.3353
H: -4.2524 -0.5647 -4.0817
H: -1.2705 -2.7770 1.6850
H: 0.6191 -2.8823 3.4961
H: -3.1909 2.5101 0.5707
H: 4.4194 -4.1728 -0.1542
H: -1.0404 -1.5658 3.4159
H: -1.5457 -4.1511 0.6086
H: -5.0046 5.0684 -3.9299
H: -1.2973 6.3229 1.8961
H: -0.3864 -5.8013 -1.0445
H: -2.9400 -2.3640 0.5226
H: 4.2486 3.3111 -0.5850
H: -2.1691 -0.7657 5.5469
H: 3.2607 -3.4598 -1.6403
H: 2.3808 -4.3749 -2.8262
H: -3.4429 1.4098 1.9455
H: 0.3140 -5.1688 -2.5464
H: -4.3654 -1.3020 0.7928
H: -0.2329 -6.2356 0.9682
H: 1.9612 -6.5612 0.1640
H: 2.7996 -2.7183 3.6225
H: 3.3443 -5.8548 -0.6729
H: 4.2536 -2.1301 2.8465
H: 2.6632 -1.5734 2.3165
H: -2.2273 2.2684 -1.4756
H: 3.9639 -2.4102 0.0065

Values from the calculation:
- net charge = +2
- HOMO (eV) = -13.010
- energy above the lowest of the compared OMol25 structures with the same formula, charge and spin (kcal/mol) = 23.7
- largest force on an atom (Eh/bohr) = 0.062
- orbital gap (eV) = 6.6

Mulliken population analysis, charges in e, atoms 1 to 2:
1 In 0.89
2 As 0.35

***

(3)
Computed, not measured: BrHgO2PbV as an isolated structure in a non-equilibrium geometry, with ωB97M-V/def2-TZVPD.

CARTESIAN COORDINATES (ANGSTROEM)
Pb: -3.2256 -0.3438 0.5901
Hg: -1.2611 -2.3371 -2.6591
Br: -0.5472 -0.3681 -0.5843
V: 1.7874 0.6431 0.4821
O: 1.7924 2.1940 0.2634
O: 1.4541 0.2119 1.9079

Values from the calculation:
- net charge = +3
- HOMO (alpha / beta) (eV) = -21.945 / -22.407
- largest force on an atom (Eh/bohr) = 0.048
- spin multiplicity = 2
- orbital gap (alpha / beta) (eV) = 6.9 / 6.9

Mulliken population analysis, charges in e, atoms 1 to 2:
1 Pb 1.60
2 Hg 0.85

***

(4)
Computed, not measured: C38H42MgN9OPSe3Te as an isolated structure, with ωB97M-V/def2-TZVPD.

CARTESIAN COORDINATES (ANGSTROEM)
Te: -2.7320 0.3816 -3.7873
Se: -5.0038 -3.2718 -1.2902
Se: -1.7635 -1.4902 -2.3565
Se: -3.0900 -3.4518 -2.6079
P: -1.5135 1.5800 0.7848
Mg: 0.2306 -1.4502 -0.5056
O: -0.6009 0.4638 0.4287
N: -1.4431 2.7528 -0.3701
N: -3.0750 1.1407 1.0283
N: 3.4927 -2.4277 -0.5748
N: -1.1598 2.3431 2.2380
N: 0.5674 -1.4007 2.9488
N: 1.3857 -3.1789 -1.4936
N: 1.6742 -1.8616 0.8855
N: -0.9842 -2.2705 1.2969
N: 5.2965 -1.8536 -7.0142
C: -5.2295 0.3754 0.4214
C: -0.0180 3.6841 3.7691
C: 2.3685 -1.1024 -5.2066
C: 1.5977 -1.4405 2.1676
C: 3.4579 -3.5554 -2.6341
C: -0.6240 2.4996 4.5444
C: -2.0494 4.4334 -1.9286
C: 1.2701 0.1129 -1.8511
C: -1.1360 1.5342 3.4621
C: -2.8152 -2.6261 3.3701
C: 3.8259 -1.3977 1.6015
C: 3.7696 -1.0710 -5.0923
C: 3.5268 -0.1965 -2.8580
C: -2.5881 3.5669 -0.7797
C: 5.6673 -0.6725 2.9043
C: 2.1102 -0.2366 -2.9384
C: -3.7643 0.2856 0.0285
C: -3.1200 -3.0433 2.0849
C: -5.3490 1.7838 0.9938
C: 2.8157 -4.2358 -3.6417
C: 5.1896 -1.2115 1.7135
C: -1.5796 -2.0644 3.6066
C: 1.5682 -0.6941 -4.1733
C: 0.0099 3.2100 2.3171
C: 2.7206 -3.0399 -1.5597
C: 1.4429 -4.4260 -3.5438
C: 4.6073 -1.4997 -6.1565
C: -0.2335 3.1419 -1.0893
C: 3.4286 -0.5594 3.8314
C: -0.6654 -1.9138 2.5560
C: 2.9620 -1.0778 2.6393
C: 0.7850 -3.8821 -2.4613
C: -2.1750 -2.8398 1.0957
C: 2.9793 -1.9392 0.5036
C: 4.3285 -0.5948 -3.8979
C: 4.7993 -0.3506 3.9475
C: -0.7862 3.7079 -2.3886
C: -4.0505 1.9337 1.7812
H: -3.3957 2.9192 -1.1280
H: 6.7297 -0.4999 3.0261
H: 5.4073 -0.5580 -3.7949
H: 0.4889 -0.7269 -4.2803
H: -3.7242 2.9685 1.8967
H: -1.4307 2.8343 5.1975
H: -5.3849 2.5184 0.1856
H: -6.2279 1.9289 1.6241
H: -5.4553 -0.3686 1.1891
H: -1.2725 -1.7366 4.5901
H: -4.0664 -3.4809 1.8016
H: 5.2022 0.0666 4.8631
H: -0.0679 4.0276 1.6028
H: 0.1179 2.0037 5.1708
H: 0.8810 -4.9579 -4.2983
H: 2.7443 -0.3260 4.6361
H: 3.9840 0.1431 -1.9355
H: -2.7857 4.5353 -2.7247
H: -2.1296 1.1409 3.6722
H: -3.3953 -0.7331 0.0599
H: -0.6647 4.5596 3.8500
H: -1.8050 5.4349 -1.5635
H: 0.9723 3.9659 4.1280
H: -2.9677 4.1867 0.0413
H: -1.0475 2.8795 -3.0502
H: 5.8481 -1.4732 0.8961
H: 1.9178 -1.4576 -6.1255
H: 4.5215 -3.3790 -2.6461
H: 0.2866 0.4862 -2.1473
H: 3.3753 -4.6050 -4.4925
H: -4.1744 1.5164 2.7889
H: -2.4070 -3.1293 0.0779
H: -0.0765 4.3624 -2.8952
H: 0.9368 2.6561 2.1094
H: 0.3252 3.9158 -0.5411
H: -3.5286 -2.7400 4.1785
H: -0.4515 0.6897 3.3579
H: -0.2888 -3.9956 -2.3592
H: -5.8746 0.1783 -0.4321
H: 1.7376 0.6989 -1.0584
H: -3.6034 0.6647 -0.9854
H: 0.4204 2.2824 -1.2354

Values from the calculation:
- net charge = -2
- HOMO (eV) = -1.268
- energy above the lowest of the compared OMol25 structures with the same formula, charge and spin (kcal/mol) = 0.0
- largest force on an atom (Eh/bohr) = 0.012
- orbital gap (eV) = 5.0

Mulliken population analysis, charges in e, atoms 1 to 2:
1 Te -0.81
2 Se -0.67

***

(5)
Computed, not measured: a 2-piece molecular cluster, C2H8N2O overall in a non-equilibrium geometry, with ωB97M-V/def2-TZVPD.

CARTESIAN COORDINATES (ANGSTROEM)
O: 0.3629 2.8208 -1.8280
N: 1.1664 0.2972 1.3884
N: -1.2130 -2.0820 -0.3011
C: -0.6463 -0.8538 0.4275
C: 0.6040 -0.8064 0.6758
H: 1.1762 3.1760 -2.1557
H: -1.9533 -1.6507 -0.8672
H: 1.4004 -1.3632 0.0434
H: -1.6511 -2.6756 0.3993
H: -1.4914 -0.1982 0.7070
H: 0.6001 1.9001 -1.6376
H: 0.9017 1.1301 0.8800
H: 0.7436 0.3058 2.2685

Values from the calculation:
- HOMO (eV) = -9.561
- energy above the lowest of the compared OMol25 structures with the same formula, charge and spin (kcal/mol) = 60.9
- largest force on an atom (Eh/bohr) = 0.118
- structure (SMILES) = N/C=C/N.O
- orbital gap (eV) = 10.4

Mulliken population analysis, charges in e, atoms 1 to 2:
1 O -0.64
2 N -0.58

***

> The lowest largest force on an atom belongs to which entry?

C38H42MgN9OPSe3Te

***

> Which of these has the highest largest force on an atom?

C2H8N2O

***

> Which of these has the highest largest force on an atom?

C2H8N2O